1.
Entry from the OMol25 dataset: C47H52AsBrF4GeI2N2PW as an isolated structure at a distorted geometry (ωB97M-V/def2-TZVPD).

Element x y z (Å)
1 W -0.10331 0.23063 0.10890
2 C -6.45583 -1.04028 -0.45685
3 C -5.26591 -0.37674 0.24224
4 C -4.64146 0.75802 -0.57190
5 C -5.39130 1.93876 -0.74952
6 C -4.96771 2.87689 -1.65156
7 C -3.99314 2.56628 -2.59825
8 C -3.28074 1.37732 -2.47762
9 C -2.68150 0.86975 -3.77264
10 C -2.66781 -0.64779 -4.10500
11 C -3.40737 0.63829 -1.27289
12 N -2.36163 -0.11621 -0.67546
13 C -2.58256 -1.41718 -0.55270
14 C -1.77804 -2.16917 0.33681
15 C -1.86941 -3.42117 0.92741
16 C -0.89044 -3.51783 1.90940
17 C -0.17309 -2.32573 1.91213
18 N -0.67636 -1.50654 0.92501
19 H -6.63253 -2.06315 -0.08294
20 H -6.30267 -1.07847 -1.57609
21 H -7.40092 -0.51111 -0.28987
22 H -4.50703 -1.14394 0.50601
23 H -5.64958 0.05895 1.19691
24 H -6.25289 2.18891 -0.14030
25 H -5.46914 3.81271 -1.65967
26 H -3.76270 3.32292 -3.36988
27 H -1.68055 1.33380 -3.91961
28 H -3.31335 1.30268 -4.56525
29 H -2.39361 -1.26685 -3.21735
30 H -2.06405 -0.88323 -4.99768
31 H -3.72017 -0.97408 -4.29003
32 H -3.33471 -1.91029 -1.19496
33 H -2.62244 -4.13878 0.63034
34 H -0.70505 -4.39665 2.54113
35 H 0.57779 -1.96536 2.57721
36 I -2.39021 -1.36897 4.33211
37 C -0.65037 -2.22212 5.24735
38 I 1.28227 -1.18086 5.48084
39 H -0.44732 -3.13220 4.74554
40 H -0.95468 -2.46270 6.27443
41 F 2.98011 0.70114 -6.76502
42 C 2.67897 0.23562 -5.51537
43 C 3.15519 -1.06952 -5.20002
44 F 3.86881 -1.71207 -6.13796
45 C 2.73577 -1.68441 -4.01154
46 F 3.09330 -2.96818 -3.83611
47 C 1.93650 -0.99984 -3.08651
48 P 1.50120 -1.65997 -1.50499
49 C 0.91692 -3.28455 -2.09274
50 C -0.41451 -3.28342 -2.51325
51 C -1.00782 -4.45869 -2.92783
52 C -0.26994 -5.64696 -3.06002
53 C 1.08735 -5.57213 -2.78659
54 C 1.65774 -4.41926 -2.22383
55 C 3.01323 -2.22219 -0.58026
56 C 4.36426 -1.98310 -0.89938
57 C 5.39558 -2.44595 -0.03271
58 C 5.04691 -3.19108 1.08588
59 C 3.73279 -3.51610 1.31819
60 C 2.74279 -3.10184 0.45847
61 C 1.40110 0.22741 -3.40439
62 Br 0.14304 1.17892 -2.09600
63 C 1.82263 0.86921 -4.58208
64 F 1.33657 2.09623 -4.86985
65 H -0.97779 -2.34907 -2.40420
66 H -2.07637 -4.47914 -3.08022
67 H -0.73595 -6.57625 -3.31615
68 H 1.74838 -6.42419 -3.01997
69 H 2.68474 -4.47933 -1.85387
70 H 4.56957 -1.46277 -1.84648
71 H 6.38172 -2.06993 -0.19438
72 H 5.78634 -3.48649 1.81973
73 H 3.42781 -4.04131 2.21345
74 H 1.74139 -3.51870 0.64662
75 C -2.73646 1.68576 2.22243
76 As -0.82830 1.94146 1.75614
77 C -0.85032 3.73801 0.92781
78 C 0.13740 2.14037 3.54246
79 C 0.32401 3.55550 3.91589
80 C 1.56272 4.16266 4.04970
81 C 1.73716 5.51607 4.23884
82 C 0.62672 6.34152 4.49114
83 C -0.65383 5.75358 4.42980
84 C -0.79646 4.37431 4.21402
85 H -3.22241 2.41207 1.53193
86 H -3.02456 1.98054 3.26011
87 H -3.10383 0.70255 1.97077
88 H 0.10542 4.28860 1.01691
89 H -1.68003 4.28346 1.37548
90 H -1.04396 3.63237 -0.14872
91 H 1.03962 1.54071 3.45016
92 H -0.55589 1.58470 4.21197
93 H 2.49000 3.57040 4.11354
94 H 2.74393 5.92077 4.27068
95 H 0.77305 7.38177 4.66818
96 H -1.49806 6.42190 4.52739
97 H -1.73810 3.86722 4.29945
98 C 4.68876 0.84322 2.21843
99 Ge 3.37304 1.44798 0.86436
100 C 4.31697 1.16774 -0.82169
101 C 3.10516 3.40847 0.79324
102 C 1.61114 0.49020 0.92092
103 H 5.26419 1.75977 2.59869
104 H 5.38145 0.00840 1.92611
105 H 4.20220 0.52907 3.14483
106 H 4.55158 2.08754 -1.35478
107 H 3.70901 0.54725 -1.46897
108 H 5.24263 0.61035 -0.61494
109 H 4.10225 3.89609 0.80387
110 H 2.55361 3.76919 1.64924
111 H 2.54783 3.67435 -0.10364
112 H 1.65553 -0.27649 1.70188

Cartesian forces, eV/Å:
2.4 -4.1 1.5
-0.2 -0.4 -1.3
0.4 0.7 1.2
-0.2 -0.1 0.2
0.6 -0.6 0.2
0.4 0.1 -0.4
-0.2 0.7 0.7
0.0 -0.1 -0.1
1.1 0.2 -1.0
-1.0 -0.2 1.2
-1.5 1.0 -0.5
0.2 -3.0 -0.1
-0.1 1.1 -0.9
0.7 -0.8 0.6
-1.2 1.0 -1.8
1.9 0.3 1.1
-0.8 -1.7 0.0
-0.6 2.1 -0.8
0.2 0.4 -0.2
-0.1 -0.1 1.1
0.3 0.1 -0.1
-0.5 0.4 0.0
0.4 -0.4 -0.5
0.0 -0.5 0.0
-0.3 0.7 -0.3
-0.3 -0.9 0.1
-0.5 -0.4 -0.2
0.4 0.1 0.3
0.3 0.4 -0.8
-0.2 0.1 0.6
0.7 0.3 -0.1
0.1 0.2 0.7
0.1 -0.1 0.3
-0.1 0.6 -0.3
0.6 -0.1 0.2
0.6 0.2 0.3
0.1 0.6 1.3
-1.2 -0.3 -0.4
0.3 -0.7 -0.6
0.2 0.2 -0.4
-0.8 -0.3 2.6
0.3 -0.9 -0.6
-0.4 0.4 -1.0
-0.8 0.6 1.5
0.5 -0.3 -0.9
0.1 1.3 0.0
-0.1 0.6 0.1
0.7 -2.4 1.0
-1.5 1.2 0.4
-0.2 0.1 0.3
-0.4 -0.4 0.1
0.4 1.4 0.4
0.7 -0.4 -0.1
0.8 -1.6 0.2
0.3 0.0 -0.8
-0.2 0.0 0.2
-1.7 0.7 -0.7
0.7 0.5 0.2
-0.4 -0.2 0.3
-1.1 -0.1 0.6
1.3 0.2 -1.0
1.0 1.2 -2.6
-0.8 1.4 -0.6
0.3 -0.9 0.2
0.0 -0.5 -0.2
-0.1 0.0 -0.3
-0.2 -0.2 -0.3
-0.5 0.4 0.5
-0.3 0.1 -0.4
0.3 -0.1 0.7
0.6 -0.3 -0.2
0.2 0.0 -0.2
0.2 -0.3 -0.1
0.3 0.6 -0.2
-0.3 1.5 -0.3
-1.4 2.0 1.7
0.4 -0.1 -0.6
-0.8 -1.1 -0.3
-0.8 1.5 0.9
1.4 -0.9 -0.3
-0.7 0.9 0.9
0.0 -1.8 -1.1
0.7 0.0 0.1
1.0 0.1 -0.5
0.1 -0.5 0.4
0.6 -0.3 -0.7
0.1 -0.3 0.0
-0.5 -0.4 0.4
0.2 0.0 0.1
-0.1 -0.1 0.3
0.2 0.2 0.1
0.4 0.3 -0.3
-0.5 0.0 -0.6
-0.1 0.0 0.1
-0.1 0.6 0.1
-0.2 -0.3 0.3
-0.6 0.2 -0.2
0.3 0.7 1.2
2.1 1.0 -0.1
-0.1 -0.7 -0.3
-0.1 -0.3 0.5
-1.1 -0.5 -1.3
-0.5 -1.2 -1.0
-0.7 1.0 -0.1
-0.2 -0.2 0.0
-0.1 0.1 0.2
0.0 -0.1 -0.4
-0.3 0.3 -0.1
-0.5 -0.4 -0.2
-0.1 0.2 0.3
0.2 0.0 -0.2
-0.1 -0.1 0.7

total charge	+3
E_LUMO (alpha / beta)	-0.41098 / -0.41339	Ha
orbital gap (alpha / beta)	4.270 / 4.205	eV



2.
Entry from the OMol25 dataset: a 5-piece molecular cluster, C47H53F10IN5O3S overall at a distorted geometry (ωB97M-V/def2-TZVPD).

Element x y z (Å)
1 C 6.26716 -6.06218 3.18861
2 C 5.52260 -5.66131 1.74542
3 C 3.92663 -5.95136 1.97292
4 C 2.92352 -4.83303 1.26853
5 C 2.48059 -3.60907 2.26426
6 I 3.90596 -3.11794 3.84609
7 N 2.12933 -2.34578 1.51683
8 C 1.53520 -2.79768 0.20943
9 N 0.20755 -2.89383 -0.12063
10 C -0.86594 -2.49355 0.91363
11 C -0.98074 -0.86574 1.12011
12 C -1.70825 -0.51619 2.55068
13 C -0.74853 -0.83977 3.87778
14 N 0.07406 0.35064 4.31920
15 C 1.57339 0.07386 4.23354
16 C -0.16358 0.72959 5.76460
17 C -0.03672 2.34089 6.13794
18 O -0.42110 -0.10275 6.77681
19 C -0.33599 -3.39438 -1.44633
20 C -0.80058 -4.97651 -1.73214
21 C -1.40070 -5.26992 -3.21730
22 N -1.57917 -4.38532 -4.40316
23 C -1.18492 -2.95967 -4.21915
24 C -0.60140 -2.45369 -2.78636
25 N 2.55288 -3.26566 -0.85274
26 S 3.54456 -1.94464 -1.41642
27 O 4.28833 -1.15792 -0.31117
28 O 4.66071 -2.59707 -2.32219
29 C 2.66704 -0.69004 -2.49486
30 F 1.61963 -0.04848 -1.62694
31 F 2.14227 -1.21486 -3.77607
32 C 3.69446 0.56312 -2.90931
33 F 3.90875 1.50114 -1.78381
34 F 2.93020 1.34082 -3.95531
35 F 4.93395 0.10217 -3.57979
36 C 3.49028 -4.31502 -0.21673
37 C 3.61506 -5.51848 -1.31706
38 F 2.94665 -5.05880 -2.59184
39 F 2.87113 -6.77430 -0.93653
40 C 5.13002 -5.98488 -1.70476
41 F 6.21498 -5.06689 -1.30037
42 F 5.18026 -6.04132 -3.21419
43 F 5.35689 -7.41552 -1.27438
44 H 5.59933 -5.70307 4.09785
45 H 7.35247 -5.59767 3.25451
46 H 6.25488 -7.23766 3.22076
47 H 5.76591 -4.50322 1.60232
48 H 6.04386 -6.32484 0.93540
49 H 3.70198 -7.00738 1.47761
50 H 3.66946 -6.09343 3.12833
51 H 1.92162 -5.43556 1.02523
52 H 1.48278 -3.97162 2.81046
53 H 1.53062 -1.69026 2.05644
54 H -0.56879 -2.99371 1.94513
55 H -1.91310 -2.97135 0.61410
56 H -1.62973 -0.42969 0.24832
57 H 0.07105 -0.31714 1.09507
58 H -2.10933 0.58769 2.59886
59 H -2.66271 -1.21588 2.67396
60 H -0.00021 -1.70521 3.61165
61 H -1.48330 -1.26194 4.69311
62 H 1.79159 -0.98162 4.69151
63 H 2.02813 0.23183 3.16644
64 H 2.08550 0.85889 4.97209
65 H 0.61141 2.85142 5.28959
66 H 0.64116 2.38137 7.11555
67 H -1.07668 2.86116 6.29283
68 H -0.72316 -5.80593 -0.89343
69 H -1.76084 -6.39896 -3.38033
70 H -1.32703 -2.20688 -5.13526
71 H -0.34264 -1.29550 -2.69623
72 H 4.47997 -3.73751 0.01836
73 C -5.92514 -0.76126 -5.25413
74 C -4.72045 -1.17520 -4.68655
75 C -3.87732 -0.24369 -4.08137
76 C -4.24398 1.10164 -4.03505
77 C -5.45048 1.51494 -4.59935
78 C -6.28926 0.58482 -5.21275
79 H -6.58037 -1.48700 -5.72870
80 H -4.43803 -2.22459 -4.71661
81 H -2.93559 -0.56550 -3.64514
82 H -3.58935 1.82696 -3.55915
83 H -5.73683 2.56315 -4.56173
84 H -7.22652 0.90802 -5.65712
85 C 1.55695 -0.18030 -7.92554
86 C 1.21367 -0.10496 -9.27507
87 C 0.61929 -1.19724 -9.90630
88 C 0.35893 -2.36255 -9.18464
89 C 0.69881 -2.43649 -7.83412
90 C 1.30170 -1.34746 -7.20525
91 H 2.02329 0.66997 -7.43480
92 H 1.41031 0.80555 -9.83560
93 H 0.35806 -1.14061 -10.95951
94 H -0.10874 -3.21213 -9.67516
95 H 0.49436 -3.34411 -7.27148
96 H 1.57138 -1.40738 -6.15450
97 C -3.35134 7.82881 6.02125
98 C -4.31979 7.07535 6.68394
99 C -3.95552 5.91467 7.36581
100 C -2.61985 5.51248 7.39324
101 C -1.65086 6.26805 6.73367
102 C -2.01657 7.42371 6.04399
103 H -3.63613 8.73147 5.48709
104 H -5.35951 7.39256 6.66828
105 H -4.71136 5.32417 7.87642
106 H -2.33505 4.61064 7.92868
107 H -0.60978 5.95535 6.75652
108 H -1.26222 8.00908 5.52564
109 C -3.01493 9.46335 2.53499
110 C -3.44947 9.06911 1.26987
111 C -4.23477 9.92863 0.50218
112 C -4.57759 11.18758 0.99617
113 C -4.13986 11.58324 2.25979
114 C -3.36232 10.72003 3.03129
115 H -2.40578 8.79187 3.13440
116 H -3.17654 8.09079 0.88220
117 H -4.57880 9.61851 -0.48077
118 H -5.18547 11.85946 0.39603
119 H -4.40575 12.56502 2.64393
120 H -3.02610 11.02645 4.01793

Cartesian forces, eV/Å:
-0.6 -0.3 -0.4
0.8 0.6 2.1
0.2 -0.8 -0.8
-1.0 -1.1 -0.7
-1.2 -1.2 0.2
-0.6 -0.1 -0.8
-2.0 -1.8 -3.1
-0.6 0.0 -0.3
1.6 0.2 0.1
-0.7 0.2 1.6
-0.3 0.5 0.1
-0.3 -0.8 0.5
-0.8 -0.7 -0.8
-0.1 -1.1 1.8
0.6 0.7 1.3
-1.2 -1.8 4.9
1.7 -0.9 -0.4
1.3 4.3 -6.6
-2.2 -2.3 -5.9
-0.1 3.7 -2.2
0.7 1.4 0.9
2.1 2.2 5.1
0.4 -2.8 3.6
0.0 -1.4 0.5
-2.0 1.4 2.6
9.6 -0.6 0.1
-4.1 -2.2 -3.3
-5.5 2.0 2.9
-2.4 1.9 -1.5
2.6 -2.2 -2.8
1.5 1.5 4.8
0.6 2.6 -1.9
-0.4 -3.7 -4.2
2.6 -2.7 3.7
-4.6 1.8 3.0
0.6 0.1 1.3
-1.9 -0.8 -1.7
2.2 -1.6 4.1
2.1 4.1 -0.9
2.1 -1.6 -3.2
-4.0 -3.5 -1.1
0.1 0.2 5.3
-0.4 5.3 -1.1
1.6 -0.6 -1.9
-2.3 -1.2 -0.1
0.4 2.3 0.1
-0.7 -2.5 0.0
-1.3 1.5 1.4
0.3 2.3 1.0
0.5 0.7 -2.6
2.0 1.4 0.5
2.4 0.6 -0.9
0.3 -0.8 -0.5
-0.4 1.0 -2.2
2.5 1.1 0.3
1.3 -0.8 1.6
-2.0 -1.3 -0.1
1.1 -2.2 -0.2
2.0 1.4 -0.4
-1.4 1.3 0.5
1.8 1.1 -1.3
-0.2 1.9 -1.0
-1.0 -0.4 1.9
-0.9 -1.7 -1.8
-1.7 -0.9 1.6
-1.8 -0.1 -2.0
2.1 -1.2 -0.4
-0.2 1.9 -2.1
0.9 2.9 0.3
0.4 -1.9 2.3
-0.6 -2.8 -0.2
-1.4 -1.7 -0.8
0.1 0.1 0.1
0.0 0.1 0.0
-0.3 0.1 -0.1
-0.1 -0.1 -0.1
0.1 -0.1 0.0
0.2 -0.1 0.1
0.1 0.1 0.1
0.0 0.1 0.0
-0.1 0.0 0.0
-0.1 -0.1 -0.1
0.1 -0.2 0.0
0.1 0.0 0.1
-0.1 -0.1 -0.1
0.0 -0.1 0.1
0.0 0.0 0.2
0.1 0.2 0.0
0.0 0.1 -0.1
-0.1 0.0 -0.2
-0.1 -0.1 -0.1
0.0 -0.2 0.1
0.0 0.0 0.2
0.1 0.1 0.1
0.0 0.1 -0.1
0.0 0.0 -0.1
0.1 -0.1 0.1
0.1 -0.1 0.0
0.1 0.1 -0.1
-0.1 0.2 -0.1
-0.2 0.0 0.0
-0.2 -0.1 0.1
0.0 -0.1 0.1
0.2 -0.1 0.0
0.1 0.1 -0.1
0.0 0.1 0.0
-0.1 0.1 0.0
-0.1 -0.1 0.1
-0.1 0.1 -0.1
-0.1 0.1 0.1
0.1 0.1 0.2
0.1 -0.1 0.1
0.0 -0.1 0.0
-0.1 -0.1 -0.2
-0.1 0.1 -0.1
0.0 0.1 0.1
0.1 0.1 0.1
0.1 -0.1 0.1
0.0 -0.2 -0.1
0.0 0.0 -0.1

total charge	+1
E_LUMO	-0.18989	Ha
orbital gap	5.344	eV